No. 1
This record from OMol25 describes a 8-piece molecular cluster, C25H68N2O10 overall. The level of theory is ωB97M-V/def2-TZVPD.

The geometry in XYZ format:
```
105
Properties=species:S:1:pos:R:3:lowdin_charge:R:1
C -3.43382 -0.00204 -4.58939 -0.10
C -2.56760 -0.95193 -5.40381 -0.36
O -1.50337 -1.25808 -4.52292 -0.28
H -3.86295 -0.52265 -3.73329 0.05
H -4.24433 0.30390 -5.25088 0.07
H -2.94278 0.91960 -4.27706 0.08
H -2.14464 -0.34434 -6.20384 0.09
H -3.09797 -1.82950 -5.77351 0.09
H -0.87190 -1.83570 -4.95789 0.01
C -4.87239 -3.03833 -2.01492 -0.08
C -6.20512 -2.56300 -1.36809 -0.32
O -6.63449 -1.55168 -2.25143 -0.09
H -4.33432 -2.15297 -2.35363 0.04
H -5.00745 -3.64464 -2.91059 0.06
H -4.18207 -3.50612 -1.31297 0.06
H -6.10787 -2.18970 -0.34864 0.08
H -6.91353 -3.38509 -1.26597 0.10
H -7.32054 -1.03420 -1.82346 0.08
C -4.66648 0.04897 0.52859 -0.09
C -4.77835 0.97461 -0.67846 -0.30
O -3.49919 1.41680 -1.13022 -0.09
H -4.21085 -0.89700 0.23593 0.06
H -5.66025 -0.14769 0.93090 0.07
H -4.07932 0.46367 1.34795 0.06
H -5.24764 1.87703 -0.28666 0.10
H -5.34600 0.48979 -1.47270 0.09
H -3.03260 0.60468 -1.34080 0.01
C -0.76642 -2.36476 -0.78890 -0.08
C -0.94626 -0.83583 -0.89560 -0.24
O -1.97244 -0.66430 -1.88738 -0.14
H -0.08741 -2.72393 -0.01557 0.05
H -0.38301 -2.71461 -1.74739 0.06
H -1.70971 -2.89234 -0.64763 0.06
H -0.04944 -0.32114 -1.24045 0.10
H -1.20682 -0.42794 0.08104 0.08
H -1.76104 -1.10002 -2.71627 0.04
C -0.07171 -2.51850 3.31133 -0.09
C 0.31112 -1.82353 4.58810 -0.38
O 1.11021 -2.71261 5.23242 -0.06
H -0.82963 -1.87290 2.86766 0.06
H -0.43201 -3.54479 3.38216 0.07
H 0.81555 -2.51756 2.67819 0.07
H -0.57591 -1.54205 5.15559 0.11
H 0.83624 -0.89454 4.36599 0.11
H 0.50769 -3.28025 5.71858 0.09
C 5.23014 4.15821 -2.37909 -0.13
O 5.16220 2.89510 -1.79651 -0.16
C 5.06319 2.91489 -0.39606 -0.23
C 4.62046 1.53900 0.15810 -0.18
N 3.21134 1.25032 -0.11469 -0.05
C 2.70682 -0.02042 0.31718 -0.22
C 3.08341 -1.16691 -0.62135 -0.25
O 2.46505 -1.00206 -1.85066 -0.21
C 2.55969 -2.05753 -2.78334 -0.17
H 6.21180 4.61341 -2.24779 0.08
H 4.49688 4.90814 -2.08239 0.09
H 5.27593 4.05686 -3.46340 0.09
H 4.33855 3.66728 -0.08475 0.09
H 5.96056 3.27647 0.10602 0.12
H 4.80624 1.53754 1.23215 0.12
H 5.26988 0.80357 -0.31676 0.11
H 2.98476 1.38126 -1.09020 0.12
H 1.62414 -0.02479 0.44320 0.09
H 3.15277 -0.23809 1.28767 0.12
H 2.80749 -2.10718 -0.14399 0.11
H 4.16762 -1.15443 -0.73281 0.11
H 1.86808 -1.79496 -3.58386 0.06
H 2.09263 -2.93253 -2.33131 0.05
H 3.56452 -2.34709 -3.09085 0.07
C 2.75802 7.73485 4.25519 -0.10
O 1.75517 7.61702 3.22778 -0.18
C 2.14720 7.08086 1.97379 -0.22
C 2.68587 5.64022 1.96905 -0.22
N 1.54972 4.73228 2.01307 -0.04
C 1.96891 3.36569 2.33307 -0.19
C 0.91177 2.33473 1.94823 -0.26
O -0.25907 2.46290 2.68044 -0.18
C -1.28662 1.55210 2.19149 -0.08
H 3.75038 8.07468 3.95880 0.08
H 2.95284 6.75363 4.68803 0.07
H 2.34733 8.37966 5.03214 0.08
H 2.96299 7.63902 1.51440 0.11
H 1.31878 7.13563 1.26752 0.13
H 3.29493 5.57065 2.87033 0.10
H 3.27028 5.40653 1.07914 0.11
H 0.97114 5.09808 2.75571 0.11
H 2.34089 3.18853 3.34220 0.12
H 2.82632 3.16887 1.68948 0.08
H 1.20237 1.31275 2.19154 0.10
H 0.73103 2.39899 0.87524 0.12
H -2.16919 1.51901 2.83030 0.08
H -0.96610 0.52027 2.04765 0.06
H -1.61561 1.91265 1.21688 0.08
C 0.94947 -5.72945 -0.16793 -0.07
C -0.61156 -5.68062 0.02460 -0.53
C -1.27202 -7.06447 -0.23224 -0.10
O -0.74940 -5.23053 1.31707 -0.06
H 1.00331 -6.04418 -1.21012 0.06
H 1.43550 -6.36312 0.57392 0.07
H 1.36461 -4.73289 -0.01749 0.05
H -1.14334 -5.12549 -0.74815 0.11
H -0.76234 -7.78547 0.40688 0.07
H -1.09163 -7.39151 -1.25626 0.06
H -2.35652 -7.09106 -0.12622 0.07
H -0.96078 -6.01018 1.83577 0.08
```

LUMO level (alpha / beta): 2.25 / 2.24 eV
charge: -1
expectation value of S²: 0.7505
multiplicity: 2



No. 2
This record from OMol25 describes a 9-piece molecular cluster, C25H69N4O15 overall. The level of theory is ωB97M-V/def2-TZVPD.

The geometry in XYZ format:
```
113
Properties=species:S:1:pos:R:3:lowdin_charge:R:1
O 26.18597 -7.11782 25.78818 0.05
C 25.17458 -6.41242 25.25763 -0.80
O 24.75417 -6.55432 24.09700 0.05
O 24.71076 -5.61754 26.06913 -0.06
H 26.14555 -6.65614 26.62890 0.08
C 25.86349 -10.04497 27.69924 -0.11
O 26.78718 -10.34450 26.70180 -0.20
C 26.19767 -10.97110 25.57541 -0.21
C 27.07297 -10.61364 24.35606 -0.16
N 26.80606 -9.18914 23.94391 -0.03
C 27.85685 -8.62651 23.13997 -0.23
C 28.07307 -9.27798 21.77368 -0.14
O 28.78581 -10.57095 21.76577 -0.19
C 29.95806 -10.63390 22.53022 -0.16
H 25.40763 -9.09575 27.41768 0.09
H 26.39157 -9.92402 28.64507 0.07
H 25.21248 -10.89943 27.88412 0.09
H 25.24035 -10.54278 25.27847 0.12
H 26.16112 -12.05106 25.71842 0.12
H 26.82614 -11.32011 23.56355 0.12
H 28.07473 -10.79690 24.74464 0.09
H 26.72765 -8.57596 24.74264 0.06
H 28.77093 -8.63660 23.73365 0.09
H 27.61050 -7.57727 22.97715 0.12
H 28.88221 -8.69983 21.32742 0.11
H 27.16525 -9.09097 21.20011 0.13
H 29.84362 -10.84342 23.59375 0.06
H 30.70295 -9.83946 22.48445 0.09
H 30.47796 -11.51490 22.15385 0.08
C 21.68737 -9.26500 24.78041 -0.11
O 21.64262 -7.80479 24.57443 -0.17
C 21.59083 -7.02738 25.79444 -0.20
C 21.31186 -5.59845 25.44046 -0.23
N 22.33135 -4.96440 24.63111 -0.03
C 21.99081 -3.56742 24.48021 -0.21
C 23.30471 -2.97425 23.92317 -0.22
O 23.67602 -3.69856 22.73619 -0.17
C 24.57927 -2.89230 21.88728 -0.08
H 21.46747 -9.89560 23.91896 0.07
H 20.87089 -9.58481 25.42785 0.06
H 22.56346 -9.80251 25.14324 0.06
H 22.55497 -7.16455 26.28405 0.11
H 20.78421 -7.39360 26.42954 0.11
H 21.16859 -5.04849 26.37057 0.11
H 20.34069 -5.50673 24.95413 0.12
H 23.19785 -5.08644 25.13547 0.06
H 21.79697 -3.02335 25.40461 0.10
H 21.18624 -3.33521 23.78246 0.11
H 24.08151 -2.89064 24.68324 0.09
H 23.06890 -1.94782 23.64224 0.10
H 24.93439 -3.56173 21.10379 0.06
H 25.46387 -2.59016 22.44790 0.08
H 24.09342 -2.02912 21.43233 0.07
C 29.68887 -8.52844 30.49779 -0.06
O 30.37711 -8.28963 29.23263 -0.19
C 29.89055 -9.08044 28.22150 -0.27
C 30.56116 -8.66653 26.91210 -0.20
N 30.46752 -7.28257 26.60110 -0.04
C 29.16270 -6.81223 26.24733 -0.22
C 29.01526 -5.35705 26.43057 -0.21
O 29.46588 -4.97370 27.75098 -0.22
C 29.68523 -3.54086 27.81166 -0.08
H 29.98703 -9.48039 30.93710 0.08
H 28.62308 -8.49167 30.27232 0.06
H 29.96935 -7.69670 31.14403 0.09
H 28.80939 -8.98548 28.12057 0.10
H 30.07824 -10.12509 28.46965 0.12
H 30.21470 -9.32018 26.11159 0.11
H 31.60679 -8.93735 27.05845 0.11
H 30.65057 -6.77613 27.45556 0.09
H 28.41953 -7.29110 26.88489 0.11
H 28.89402 -6.99555 25.20699 0.11
H 28.00304 -4.98294 26.27706 0.11
H 29.61588 -4.80600 25.70690 0.12
H 28.68060 -3.11878 27.83732 0.08
H 30.16391 -3.06180 26.95757 0.08
H 30.18369 -3.34670 28.76137 0.08
C 22.10655 -2.39419 31.40655 -0.12
O 22.39551 -3.77767 31.17694 -0.19
C 22.68292 -4.40419 32.45447 -0.20
C 22.58409 -5.96536 32.35518 -0.20
N 23.42133 -6.60259 31.33148 -0.03
C 24.85397 -6.48973 31.70735 -0.19
C 25.66016 -7.29022 30.68016 -0.18
O 25.84766 -6.62556 29.40095 -0.23
C 26.93839 -5.75224 29.34657 -0.08
H 21.50460 -2.12640 32.27490 0.07
H 21.52548 -2.08566 30.53749 0.09
H 23.03234 -1.83387 31.53712 0.08
H 21.95829 -3.98408 33.15197 0.10
H 23.66502 -4.08228 32.80083 0.11
H 21.58360 -6.28802 32.06706 0.11
H 22.65480 -6.32789 33.38068 0.11
H 23.27264 -6.20345 30.41569 0.07
H 25.07831 -6.91171 32.68700 0.12
H 25.21787 -5.46274 31.67628 0.11
H 25.11275 -8.20334 30.44636 0.12
H 26.58726 -7.65326 31.12376 0.10
H 26.91418 -5.29707 28.35645 0.09
H 27.80742 -6.39715 29.47687 0.08
H 26.88269 -4.98486 30.11866 0.10
O 25.28690 -6.07267 21.21727 -0.04
H 25.62633 -5.87106 20.34528 0.02
H 26.03487 -5.94636 21.80107 0.02
O 26.25040 -2.74076 25.83656 -0.06
H 25.64580 -3.47232 25.71195 -0.01
H 25.81606 -2.17680 26.47650 0.03
O 24.16565 -9.08651 22.46359 -0.06
H 24.11969 -10.03752 22.36506 0.01
H 24.96456 -8.93592 22.96886 -0.03
O 23.59773 -5.36138 28.48578 -0.06
H 23.77436 -5.21658 27.55623 -0.01
H 24.43270 -5.66169 28.84478 -0.02
```

LUMO level: 2.39 eV
charge: -1



So what do the calculations give for maximum force? Going down the list: 3.2, 5.0 eV/Å.